Below is a cluster of 15 separate species, C80H192B5F20N10O6 in total, with properties calculated with ωB97M-V/def2-TZVPD.

```
313
Properties=species:S:1:pos:R:3:forces:R:3:mulliken_charge:R:1
C 8.66453 -1.12340 8.63854 -1.143 -0.860 0.878 -1.5556
C 8.22649 -1.30641 7.19250 -0.896 0.034 0.079 -0.2127
C 7.59848 0.01541 6.69683 0.384 -0.292 -0.136 -0.9478
N 6.76610 0.02064 5.43331 -0.045 -1.120 -0.933 0.6300
C 7.60833 -0.49359 4.29236 0.251 1.510 -0.462 -0.9092
C 5.49711 -0.81196 5.55758 -0.709 0.925 1.099 -0.5152
C 4.31280 0.17884 5.73245 0.699 0.906 -0.883 0.2567
C 4.98156 1.54283 6.01160 1.048 -0.095 -0.884 -0.7788
C 6.25215 1.39283 5.14786 0.142 0.262 0.414 -0.5960
H 9.28502 -0.28358 8.87918 0.176 0.696 -0.209 0.3693
H 9.20967 -1.98754 8.97074 0.464 -0.488 -0.071 0.4449
H 7.77888 -1.15023 9.31664 0.487 0.463 -0.507 0.3542
H 7.56005 -2.18983 7.17126 -0.046 0.579 -0.115 0.3153
H 9.05973 -1.58208 6.57038 0.473 0.077 -0.322 0.4211
H 8.43160 0.67478 6.48071 0.099 0.292 -0.061 0.4266
H 7.00351 0.51176 7.44779 -0.252 -0.155 0.387 0.4343
H 7.94636 -1.50716 4.46165 -0.421 -0.230 -0.005 0.4680
H 8.50813 0.13224 4.29137 -0.074 -0.094 -0.079 0.4173
H 7.08820 -0.30398 3.32180 0.203 -0.613 0.875 0.0412
H 5.30539 -1.44871 4.69817 0.550 -0.090 0.248 -0.1803
H 5.67909 -1.27510 6.49650 -0.294 -1.300 0.427 0.4994
H 3.80070 0.22636 4.75500 0.021 0.088 0.535 -0.5904
H 3.60966 -0.03523 6.51353 -0.238 -0.648 0.305 0.6038
H 4.38322 2.41221 5.72600 0.092 -0.223 -0.134 0.4335
H 5.31454 1.72068 7.02984 -0.356 -0.262 0.313 0.3699
H 6.02325 1.35245 4.10759 -0.464 0.286 -0.857 0.2458
H 7.07980 2.07762 5.28954 -0.075 0.355 0.214 0.4292
C -2.61196 1.92964 -5.31787 -2.010 -0.657 -0.095 0.2443
C -2.67125 2.35316 -6.79118 0.470 -1.260 -1.017 -0.5600
C -1.26824 2.63852 -7.26998 2.208 -0.452 -0.244 -0.9188
N -0.90887 3.23347 -8.65394 -0.472 0.836 -0.163 0.3690
C -1.35855 2.37377 -9.81394 0.556 -0.142 1.651 -1.0480
C 0.61762 3.50351 -8.68955 -1.736 1.148 -0.147 -0.8200
C 0.79363 4.79203 -7.88752 1.016 0.144 0.395 0.2076
C -0.51989 5.55108 -7.94931 -0.891 -0.713 -0.188 -0.8998
C -1.47074 4.67641 -8.76449 0.850 -1.168 0.135 -0.5615
H -1.97676 1.05758 -5.20509 0.702 0.304 0.172 -0.6836
H -3.61156 1.49305 -5.04422 0.574 0.592 -0.250 -0.3503
H -2.43534 2.71885 -4.59547 0.540 0.060 -0.060 1.0118
H -3.27766 3.20020 -7.04136 -0.753 0.427 0.372 0.1812
H -3.05902 1.47514 -7.32822 -0.169 0.322 -0.115 0.1867
H -0.57234 1.75829 -7.18341 -0.875 0.723 0.078 0.3731
H -0.89087 3.37891 -6.58143 0.508 0.200 0.227 0.2053
H -0.99269 2.75329 -10.74132 0.313 0.422 -0.504 0.4140
H -2.42511 2.36146 -9.80923 -0.759 -0.095 -0.084 0.3986
H -0.96370 1.37465 -9.63533 -0.056 -0.026 -0.120 0.3492
H 0.84778 3.77762 -9.73642 -0.063 -0.800 0.422 0.4824
H 1.10068 2.64685 -8.29587 0.741 -0.753 0.087 0.4703
H 1.60747 5.31338 -8.39405 -0.032 0.242 0.273 0.6445
H 1.07906 4.69019 -6.82450 0.014 -0.447 -0.727 -0.3915
H -0.49906 6.47480 -8.48831 0.336 0.790 0.112 0.3658
H -0.88239 5.69398 -6.94370 -0.235 0.341 0.211 0.3622
H -1.34001 4.96734 -9.80207 -0.504 -0.230 -0.223 0.5127
H -2.50122 4.63577 -8.44003 -0.206 0.270 -0.209 0.3191
C -4.76339 -5.28543 5.36300 0.793 -0.929 1.000 -1.0798
C -4.94768 -6.26434 4.23288 -2.356 1.074 -1.527 -0.5801
C -4.57376 -5.56962 2.92663 1.371 -0.450 0.116 -0.3474
N -4.70871 -6.40030 1.68022 -1.360 -1.099 -1.141 0.7054
C -3.86258 -7.65364 1.65857 0.261 0.480 0.232 -0.8003
C -4.29669 -5.60680 0.48777 -0.305 2.018 -0.052 -0.0523
C -5.18347 -6.03017 -0.65903 -0.234 -0.123 -1.216 -0.2771
C -6.55398 -6.22249 -0.05283 0.007 0.563 1.520 -0.8686
C -6.19946 -6.77415 1.35319 -0.307 -1.660 -0.880 -0.5167
H -3.69985 -5.13239 5.56665 0.115 -0.186 -0.092 0.1846
H -5.19890 -5.64214 6.31145 -0.073 0.259 -0.496 0.4923
H -5.11517 -4.32520 5.08265 -0.753 0.970 -0.055 0.1509
H -6.01140 -6.51550 4.05067 0.090 0.228 0.780 0.3561
H -4.53947 -7.21667 4.39682 1.321 -1.066 0.145 0.5651
H -3.53903 -5.22476 2.95896 0.096 -0.271 -0.142 -0.1925
H -5.13053 -4.65918 2.73027 -0.586 -0.057 0.217 0.5327
H -2.83660 -7.34243 1.93173 -0.544 -0.403 -0.023 0.1027
H -3.88288 -8.11505 0.65580 -0.117 0.442 0.450 0.4513
H -4.31244 -8.33566 2.35995 0.198 -0.347 0.312 0.4372
H -3.21908 -5.65429 0.37059 -0.047 -0.175 -0.112 0.0697
H -4.53840 -4.55547 0.75706 0.229 -0.466 -0.406 -0.1251
H -4.85125 -6.97567 -1.11972 0.031 0.387 0.077 0.4916
H -5.33681 -5.27310 -1.45111 0.878 -0.257 0.343 -0.0005
H -7.19285 -6.89240 -0.64842 0.189 0.238 0.497 0.4039
H -7.05573 -5.25689 0.10265 0.056 -0.189 -0.435 0.2985
H -6.32181 -7.87053 1.20848 0.766 0.508 0.696 0.3175
H -6.88218 -6.52305 2.15106 0.148 0.490 0.210 0.3836
C -1.63488 7.93759 2.13421 -0.338 0.822 1.012 -1.5976
C -0.33304 7.25733 1.83936 0.495 -0.004 0.016 0.1125
C 0.13335 6.35911 2.97784 -0.141 -0.415 -0.335 -0.2560
N 1.34765 5.60951 2.56220 2.390 -1.243 0.562 0.3608
C 2.52998 6.54825 2.46648 0.025 1.374 -0.705 -0.8177
C 1.73130 4.48254 3.54428 -0.675 -0.116 -1.331 -1.0806
C 2.71792 3.63097 2.72498 -1.062 0.658 1.436 0.0915
C 2.20130 3.68809 1.28394 -0.237 -0.265 1.813 0.8763
C 1.18610 4.81398 1.26916 -0.078 0.094 0.435 -0.9986
H -1.92790 8.68503 1.41005 0.129 0.022 -0.399 0.4252
H -1.56302 8.48242 3.08144 0.060 0.028 -0.037 0.3828
H -2.47000 7.27110 2.27555 -0.197 -0.540 -0.136 0.3403
H 0.45965 7.99196 1.65012 -0.465 0.114 -0.012 0.1880
H -0.39968 6.66184 0.93606 -0.193 -0.090 -0.188 0.2571
H -0.55633 5.54463 3.19070 -0.524 0.277 0.158 -0.0229
H 0.37742 6.90371 3.89713 -0.126 -0.073 -0.185 0.4519
H 3.42284 6.24393 1.87168 -1.003 -0.505 0.524 0.2989
H 2.86337 6.93108 3.44382 -0.324 -0.631 -0.138 0.3527
H 2.12275 7.42608 1.95306 0.464 -0.192 0.025 0.2779
H 2.12347 4.90060 4.44654 0.227 0.358 0.495 0.6280
H 0.81316 3.94201 3.74352 -0.230 -0.084 0.070 0.1252
H 3.65217 4.13834 2.87920 0.851 -0.315 -0.337 0.2367
H 2.72180 2.63514 3.16079 0.364 -0.057 -0.237 0.0971
H 3.04561 3.75290 0.66411 0.810 0.415 -1.280 0.7397
H 1.71026 2.75655 1.09593 -0.313 -0.510 -0.410 -1.3360
H 1.30164 5.50668 0.47515 0.031 0.489 -0.867 0.7434
H 0.18732 4.38373 1.26935 -0.153 0.238 0.133 0.1690
C -0.97397 -1.14086 9.58521 0.248 0.345 -0.105 -1.2976
C -2.30164 -1.55738 8.93714 -0.790 -0.056 2.998 -0.4542
N -2.65706 -1.05477 7.63071 0.913 0.304 -2.155 0.4293
C -2.63476 0.43102 7.62750 -0.620 0.553 1.023 -0.9729
C -1.56802 -1.45762 6.61609 0.348 0.625 -0.428 -0.1382
C -1.15660 -2.90713 6.50757 -0.368 -0.611 0.056 -1.4152
C -4.02937 -1.65318 7.30354 0.091 1.222 -1.033 -0.7903
C -4.82571 -1.02283 6.10253 1.755 -1.894 -0.542 -1.0285
O -4.23115 -1.56869 4.86815 -0.723 0.680 0.689 0.4668
C -4.74583 -1.02891 3.62713 -0.369 1.585 0.758 -0.1971
H -0.75714 -1.82537 10.43850 -0.044 0.454 -0.848 0.3844
H -0.96730 -0.11332 9.98693 -0.413 -0.440 -0.025 0.3771
H -0.16407 -1.11603 8.84723 0.077 -0.559 0.344 0.2739
H -3.12581 -1.15903 9.57758 0.617 -0.513 -0.102 0.5290
H -2.41618 -2.64715 8.93806 0.146 0.241 -0.172 0.5549
H -3.41082 0.79672 8.31074 -0.027 -0.148 -0.199 0.3751
H -2.78145 0.87093 6.64788 0.133 -0.246 -0.235 0.2655
H -1.69242 0.75211 8.06438 0.069 -0.019 -0.305 0.4530
H -0.61761 -0.90314 6.84408 -1.307 -0.033 0.173 0.6746
H -1.93497 -1.06665 5.63996 0.229 -0.442 0.637 -0.3058
H -0.83049 -3.50435 7.38193 -0.362 0.836 -0.060 0.3648
H -0.28422 -2.81450 5.89503 0.672 -0.324 -0.557 0.3257
H -1.83882 -3.51719 5.92654 -0.249 -0.036 -0.012 0.2613
H -4.58767 -1.63037 8.23183 -0.264 0.386 0.026 0.5576
H -3.82692 -2.68338 7.11349 0.036 -0.780 -0.420 0.4695
H -4.79837 0.05573 6.08548 -0.185 0.372 0.079 0.5141
H -5.82710 -1.43005 6.20427 -0.353 0.297 -0.015 0.4382
H -4.35902 -1.65016 2.84038 0.053 -0.303 -0.271 -0.4356
H -4.39305 0.03150 3.45366 -0.147 -1.052 0.272 -0.0520
H -5.86174 -0.98131 3.55991 0.709 -0.433 0.326 0.3371
C -4.94244 -4.44341 -7.22915 -1.407 0.093 0.685 -1.1925
C -5.48419 -3.28661 -6.35314 0.461 -0.144 -0.962 -0.4131
N -4.35827 -2.54041 -5.69405 0.094 -0.644 1.334 1.1684
C -3.42269 -2.00183 -6.65059 -0.127 0.459 -2.083 -1.0609
C -4.87053 -1.43180 -4.82108 -0.480 -1.161 -0.612 0.3728
C -5.76095 -0.41807 -5.50845 1.024 0.261 1.106 -1.2274
C -3.58197 -3.45685 -4.79318 -1.085 -1.380 0.393 -1.9981
C -2.40544 -2.94638 -4.04172 1.762 -0.191 -0.232 1.6800
O -1.32401 -2.79387 -5.03449 -0.489 0.855 1.750 -0.5112
C -0.30500 -1.86035 -4.55662 -0.595 -1.432 -1.364 -0.1652
H -4.75872 -5.27911 -6.55427 0.170 -0.310 -0.612 0.3180
H -4.07844 -4.18913 -7.84360 -0.052 0.010 0.284 0.2922
H -5.76544 -4.66394 -7.93141 0.434 -0.345 0.375 0.4524
H -6.22855 -3.56682 -5.57620 0.657 -0.037 -0.525 0.3216
H -5.94919 -2.60340 -7.06258 -0.105 0.369 0.398 0.4491
H -2.78000 -2.75343 -7.07069 0.415 -0.319 0.357 0.5001
H -2.83912 -1.21588 -6.19923 0.118 0.183 -0.039 0.0677
H -4.00552 -1.68338 -7.51155 -0.006 0.694 0.017 0.4105
H -3.95667 -1.09357 -4.33985 -0.428 0.760 0.024 -0.3777
H -5.49071 -1.91187 -4.07702 0.158 -0.145 0.329 0.2970
H -6.75617 -0.81765 -5.74766 0.443 0.356 -0.005 0.4370
H -5.25908 0.11464 -6.31870 -0.338 -0.072 -0.097 0.2417
H -5.78196 0.23935 -4.62780 -0.876 0.567 -0.545 0.0443
H -3.20660 -4.29415 -5.38681 -0.090 0.257 -0.185 0.5071
H -4.28988 -3.90830 -4.08015 0.011 0.367 -0.173 0.6369
H -2.17091 -3.81577 -3.39370 0.177 0.430 -0.081 0.4025
H -2.51999 -2.08511 -3.34268 -0.027 -0.364 -0.862 -0.8438
H -0.70200 -0.86155 -4.52616 -0.075 0.524 0.349 -0.0798
H 0.49371 -1.91659 -5.28677 0.079 0.163 -0.179 0.3833
H 0.08737 -2.22211 -3.63331 0.208 0.133 0.928 0.2340
C 4.36812 5.36744 -3.77358 -1.802 0.349 0.537 -1.9320
C 4.78112 4.30875 -4.73845 -0.956 -1.999 0.996 -0.0200
N 6.20107 3.99100 -4.77226 0.640 -1.194 0.284 0.6833
C 6.39612 2.78155 -5.67332 -0.428 -0.354 1.686 -0.8216
C 6.92464 5.18359 -5.30495 -1.173 0.321 -0.004 -0.3557
C 8.40399 5.25275 -5.27431 1.135 0.154 -0.305 -1.2738
C 6.72830 3.59198 -3.40484 -0.165 0.129 0.227 -1.4391
C 6.00928 2.66714 -2.37342 0.840 0.351 -1.441 -0.2671
O 6.04648 1.33043 -2.82090 0.080 0.448 -0.173 -0.4111
C 5.65133 0.38313 -1.86036 -0.268 -0.470 1.006 -0.3689
H 3.38009 5.05870 -3.39011 0.108 0.028 -0.320 0.3484
H 4.15227 6.28408 -4.30300 0.425 0.621 0.303 0.5242
H 4.90758 5.49106 -2.83543 0.576 0.191 -0.430 0.3536
H 4.47196 4.50376 -5.75797 -0.206 0.050 -0.032 0.8402
H 4.32184 3.35587 -4.39121 0.092 0.622 -0.711 -0.1010
H 7.46368 2.70240 -5.76251 0.377 -0.346 -0.466 0.4407
H 5.87789 2.90607 -6.61192 -0.025 0.166 -0.180 0.2765
H 5.99395 1.90997 -5.08635 0.370 0.788 -0.822 0.2775
H 6.54047 6.05009 -4.77362 -0.102 -0.077 0.443 0.4027
H 6.46145 5.29796 -6.28454 0.554 -0.024 -0.404 0.4210
H 8.87034 5.12927 -4.28694 -0.411 0.231 -0.150 0.3069
H 8.56507 6.29316 -5.60792 0.556 -0.520 0.086 0.4171
H 8.93917 4.56422 -5.93952 -0.293 0.230 -0.071 0.3513
H 6.85009 4.51856 -2.86630 0.357 0.368 0.041 0.5926
H 7.68537 3.15511 -3.63519 0.476 -0.062 0.265 0.5772
H 4.97515 3.00252 -2.21088 0.213 -0.100 0.405 0.2583
H 6.71125 2.84102 -1.51942 -0.942 -0.327 -0.063 0.4334
H 5.00210 -0.36655 -2.29421 -0.332 0.021 -0.444 0.0901
H 5.12119 0.81662 -1.00046 0.076 0.134 -0.411 0.1235
H 6.48305 -0.18369 -1.42787 0.315 0.398 -0.163 0.2502
C 6.58548 -3.54414 2.33069 1.007 -0.082 1.032 -1.1095
C 5.27204 -4.08235 1.85373 -1.007 -0.700 0.398 0.2358
N 5.19931 -4.59861 0.42679 0.398 -0.256 1.043 0.7326
C 6.10601 -5.75483 0.35435 0.848 -0.242 -1.409 -1.0058
C 3.85909 -5.13978 0.13128 -1.279 0.249 -1.644 -1.9844
C 2.76104 -4.10849 0.18207 -1.042 -0.148 0.782 0.4475
C 5.56041 -3.49693 -0.48101 0.558 -0.170 -1.392 0.8082
C 5.57744 -3.78601 -1.97178 -1.213 0.297 -0.450 -1.6319
O 4.27060 -3.89060 -2.51455 -0.447 -0.392 0.305 -0.0756
C 4.24418 -4.03138 -3.93719 -1.063 1.107 0.466 -0.8592
H 6.90914 -2.69713 1.72832 -0.048 0.352 0.497 0.2347
H 7.42709 -4.25704 2.34860 -0.478 -0.098 -0.406 0.4168
H 6.49374 -3.32030 3.43930 -0.178 0.265 -1.428 0.2652
H 4.46308 -3.35349 1.95253 0.364 0.000 0.029 -0.4994
H 5.01972 -4.97193 2.44176 -0.226 0.275 0.053 0.4591
H 5.89216 -6.36808 -0.52778 -0.497 -0.102 0.495 0.4229
H 6.07330 -6.28518 1.28972 -0.037 -0.423 0.038 0.3316
H 7.09870 -5.42156 0.12538 0.726 0.360 0.450 0.4743
H 3.66573 -6.03117 0.72742 0.141 0.190 0.177 0.4686
H 3.91575 -5.40409 -0.94420 0.027 -0.383 0.739 0.5544
H 2.79912 -3.40137 -0.63038 0.334 0.253 -0.201 0.2567
H 2.68263 -3.58239 1.13439 0.125 0.036 -0.069 -0.1776
H 1.78887 -4.60581 0.09655 0.272 -0.236 -0.016 0.5431
H 6.59819 -3.29105 -0.27984 0.284 0.512 0.398 0.6020
H 4.91605 -2.66073 -0.29013 -0.162 0.465 0.334 -0.9136
H 6.17661 -4.64025 -2.21719 0.410 -0.809 -0.140 0.5066
H 6.03411 -2.93867 -2.46642 0.545 0.447 0.083 0.7164
H 4.76616 -4.89621 -4.24078 0.423 -1.339 -0.381 0.3457
H 4.79099 -3.19054 -4.34734 -0.131 0.409 -0.461 0.3348
H 3.16998 -4.05061 -4.29979 1.383 0.056 0.612 0.1742
C -0.81681 -2.92476 -0.69833 0.345 -0.249 -1.218 -2.3082
C -0.04191 -2.35257 0.45712 -0.520 -1.667 -0.155 2.0026
N -0.63068 -1.16296 1.08691 -0.005 -0.448 0.516 2.0266
C -1.66385 -1.55086 2.10497 0.188 -0.375 0.905 0.6348
C 0.49840 -0.47122 1.76599 0.065 1.190 0.677 1.6059
C 1.15795 -1.15565 2.94187 -0.104 0.934 1.099 -0.8378
C -1.32664 -0.29112 0.13008 -0.406 1.141 0.663 0.5476
C -0.43454 0.57525 -0.72568 -0.956 -0.027 -0.476 -0.6010
O 0.49333 -0.08228 -1.55257 0.583 0.329 0.421 0.2794
C 1.75392 0.64035 -1.61081 -0.060 -1.592 -0.600 -0.6509
H -0.33143 -3.87855 -0.91508 0.059 -0.018 -0.165 1.0365
H -0.87170 -2.34820 -1.66240 0.379 -0.204 1.215 -0.6457
H -1.81469 -3.19175 -0.43317 -0.847 -0.057 0.335 -0.2342
H 0.97443 -2.19114 0.19569 0.758 0.791 -0.446 -0.2996
H 0.02018 -3.11401 1.23395 -0.209 -0.052 -0.030 0.1486
H -1.12688 -2.15521 2.84994 -0.536 0.109 -0.151 -0.0852
H -2.47776 -2.14721 1.68536 0.452 0.030 -0.381 -0.5137
H -2.11593 -0.65359 2.55803 0.479 -0.163 -0.213 -0.1539
H 0.07549 0.43287 2.19094 -0.135 0.506 -0.243 -0.3587
H 1.26614 -0.20911 1.02311 -0.435 -0.257 0.163 -0.7814
H 0.55504 -1.16999 3.87885 0.084 0.071 -0.784 0.0385
H 2.02517 -0.50527 3.17366 -0.238 -0.588 -0.174 -0.1460
H 1.47315 -2.15168 2.76350 0.535 -0.936 -0.271 0.1376
H -1.88910 0.36762 0.81936 0.168 0.276 -0.707 -0.3125
H -2.08850 -0.84932 -0.38759 0.228 -0.373 -0.249 -0.8688
H 0.00598 1.29033 -0.05670 0.699 0.494 0.210 -0.7128
H -1.14166 1.13403 -1.34263 -0.052 0.224 -0.206 1.0525
H 2.27155 0.53098 -0.65202 0.104 0.125 -0.127 -0.4860
H 1.61973 1.66872 -1.88420 -0.244 0.625 -0.095 0.4156
H 2.33980 0.16808 -2.43170 -0.372 0.313 0.731 0.1407
C -5.59557 3.57577 -3.46055 1.291 0.556 0.558 -0.8537
C -6.02413 4.07832 -2.06805 1.254 0.391 -0.117 -0.5004
N -5.82148 3.15134 -0.90158 -0.298 -1.141 -0.678 0.5395
C -6.69004 1.92402 -1.10218 0.343 0.385 -0.403 -0.5656
C -4.39843 2.70991 -0.77020 1.208 -1.672 -0.114 1.5415
C -3.27704 3.68504 -0.38995 -0.875 0.465 -0.827 -1.6012
C -6.24291 3.83733 0.32307 -0.789 1.203 0.727 -1.3085
C -6.33666 3.13876 1.66888 0.053 0.049 0.554 -0.0161
O -7.61666 2.59029 1.74771 -0.316 -0.610 0.066 -0.4169
C -7.91320 1.99876 2.98877 -0.729 -0.566 0.669 -0.5229
H -4.62299 3.03880 -3.40078 -0.421 0.671 -0.058 -0.0398
H -5.42425 4.53969 -4.01108 -0.316 -1.214 -0.021 0.4020
H -6.23119 2.86532 -3.97787 -0.608 0.373 0.053 0.3921
H -7.03884 4.42975 -2.06220 -0.559 -0.077 0.098 0.4519
H -5.39467 4.93955 -1.80017 -0.210 -0.093 -0.293 0.5088
H -7.68254 2.27381 -1.42484 0.376 -0.275 0.226 0.4576
H -6.70919 1.45147 -0.14384 -0.359 -0.519 0.349 0.3349
H -6.22359 1.23891 -1.82017 -0.177 0.335 0.070 -0.0741
H -4.14398 2.25269 -1.72867 -0.061 0.036 0.085 -0.7524
H -4.42084 1.84395 -0.09667 0.020 0.372 0.086 -0.2114
H -3.44072 4.16857 0.54860 0.134 -0.044 0.909 0.3282
H -3.23862 4.48992 -1.10688 -0.042 0.456 -0.486 0.6244
H -2.27456 3.25235 -0.45164 -0.432 -0.478 0.302 -0.0751
H -7.18628 4.34098 0.10524 -0.223 -0.348 0.143 0.4804
H -5.56334 4.63376 0.42496 1.008 1.107 0.200 0.8355
H -6.23334 3.88320 2.50715 0.230 -0.287 -0.922 0.6784
H -5.56470 2.37300 1.83689 0.093 0.114 -0.143 -0.1900
H -7.30746 1.11389 3.28495 0.068 0.563 -0.516 -0.0071
H -8.94507 1.67597 2.94703 -0.195 -0.307 -0.343 0.3358
H -7.94648 2.69690 3.82347 0.595 0.454 0.007 0.3659
B 4.49706 -0.30814 1.54529 -1.139 0.347 -0.164 -0.1475
F 3.68597 -1.11819 0.69463 0.365 0.269 0.164 -0.0048
F 5.74752 -0.09367 0.99127 0.282 -0.441 0.423 -0.3147
F 3.85946 0.96288 1.70106 0.119 -0.523 0.141 0.0684
F 4.54747 -0.96783 2.80520 0.343 0.259 -0.325 0.0769
B -0.82643 -5.23374 2.66931 0.033 -0.149 -0.458 -0.7276
F -0.81224 -4.50769 3.83898 0.011 0.635 0.775 0.0198
F -1.17599 -6.54772 2.91294 -0.119 -0.444 0.045 -0.3066
F -1.80968 -4.65722 1.80380 0.015 0.121 -0.220 -0.2190
F 0.42218 -5.15148 2.04053 0.220 0.063 -0.171 -0.0385
B -2.28169 2.57745 3.21518 -0.073 -2.731 0.534 -0.6089
F -3.07384 1.62357 2.45254 0.342 0.383 0.159 0.0423
F -2.98359 3.71333 3.34037 -0.319 1.304 0.112 -0.2634
F -1.97055 1.95353 4.47960 -0.439 0.359 -0.329 -0.2410
F -1.05239 2.70300 2.57205 0.701 0.638 -0.687 0.1307
B 1.83200 2.49675 -5.07119 -0.279 -0.970 1.091 0.2888
F 0.96458 1.45431 -5.52122 0.332 0.318 0.268 -0.1297
F 2.55987 2.95290 -6.15406 -0.110 0.662 -0.553 -0.2423
F 1.06383 3.45148 -4.36729 -0.070 0.340 -0.793 -0.4622
F 2.77374 2.03933 -4.11230 0.020 -0.485 -0.050 -0.2747
B -4.45273 -1.11703 -1.32152 -2.015 -1.632 0.530 -0.5352
F -4.75360 -0.36256 -0.24208 -0.516 1.619 1.749 0.1566
F -4.10798 -2.36793 -0.86528 1.157 -1.565 0.350 -0.1742
F -5.62184 -1.34084 -2.07551 -0.391 0.648 -0.722 -0.2204
F -3.46252 -0.53343 -2.01718 1.631 1.042 -1.789 -0.3364
```
Positions in Å, forces in eV/Å.

## Properties
* highest occupied orbital energy: -17.2188 eV
* total charge: +5
* max |F|: 3.10 eV/Å
* relative energy (zero: lowest compared OMol25 entry of this formula, charge and spin): 1.666 eV